2 unconnected molecules or ions with the total composition C6H6O, computed with the ωB97M-V functional and the def2-TZVPD basis.

Each line ends with the Löwdin charge.
Atoms and positions in Å:
C  2.567  0.567  -0.679  0.12
C  1.421  0.778  -0.367  -0.10
C  0.086  1.029  -0.002  -0.25
C  -1.093  0.596  0.330  0.02
C  -0.949  2.086  0.271  -0.10
H  3.586  0.394  -0.951  0.03
H  -1.742  -0.249  0.515  0.09
H  -1.383  2.639  -0.565  0.08
H  -0.893  2.662  1.199  0.08
C  -0.391  -2.624  0.059  -0.11
O  -1.546  -2.512  0.393  -0.02
H  0.102  -3.614  0.010  0.08
H  0.234  -1.752  -0.212  0.07

SMILES string = C#CC1=CC1.C=O
HOMO energy = -9.1 eV
Charge = 0
ΔE to the lowest compared entry with this formula, charge and spin = 119.1 kcal per mole
Frontier orbital gap = 9.90 eV

=====

5 unconnected molecules or ions with the total composition H10O5, computed with the ωB97M-V functional and the def2-TZVPD basis.

Each line ends with the Löwdin charge.
Atoms and positions in Å:
O  0.919  -2.206  0.697  -0.04
H  1.855  -1.972  0.751  0.07
H  0.907  -3.147  0.483  0.06
O  -1.218  0.629  -0.166  -0.04
H  -0.992  -0.296  -0.001  0.04
H  -1.939  0.597  -0.805  0.05
O  -0.048  -0.685  2.882  -0.07
H  0.366  -1.078  3.656  0.03
H  0.282  -1.205  2.124  -0.02
O  0.923  2.276  0.762  -0.08
H  1.639  2.422  0.134  0.02
H  0.268  1.735  0.281  -0.01
O  -1.228  0.779  -3.838  -0.06
H  -0.284  0.639  -3.704  0.03
H  -1.450  1.512  -3.253  0.03

SMILES string = O.O.O.O.O
HOMO energy = -10.6 eV
Charge = 0
ΔE to the lowest compared entry with this formula, charge and spin = 25.9 kcal per mole
Frontier orbital gap = 10.77 eV

=====

2 unconnected molecules or ions with the total composition C7H19N3O2, computed with the ωB97M-V functional and the def2-TZVPD basis.

Each line ends with the Löwdin charge.
Atoms and positions in Å:
C  2.985  -0.171  0.990  -0.10
C  2.050  -1.381  0.312  -0.35
C  2.200  -1.447  -1.321  -0.12
C  0.508  -1.361  0.867  -0.19
N  -0.458  -0.523  0.060  -0.09
C  -1.811  -0.728  0.765  -0.17
C  -3.106  -0.466  -0.205  -0.20
O  -4.043  0.508  0.435  -0.14
C  -0.075  0.940  0.011  -0.21
N  -0.323  1.966  1.112  0.11
N  0.519  1.451  -1.151  0.16
H  2.302  0.299  1.839  0.07
H  4.012  -0.576  1.381  0.09
H  3.084  0.674  0.166  0.07
H  2.536  -2.390  0.726  0.14
H  2.179  -2.603  -1.609  0.09
H  1.333  -0.939  -1.921  0.07
H  3.272  -1.066  -1.661  0.09
H  0.115  -2.486  0.793  0.14
H  0.421  -1.090  2.025  0.14
H  -1.941  -0.031  1.710  0.13
H  -1.930  -1.840  1.183  0.14
H  -2.695  -0.103  -1.241  0.13
H  -3.688  -1.502  -0.318  0.13
H  -4.990  0.287  0.155  0.11
H  -0.754  2.840  0.689  0.12
H  0.545  2.189  1.646  0.09
H  0.006  1.479  -2.063  0.13
H  1.526  1.749  -1.031  0.14
O  -1.933  3.539  -2.447  -0.46
H  -1.848  2.783  -1.896  -0.25

HOMO energy = -6.5 eV
Charge = 0
ΔE to the lowest compared entry with this formula, charge and spin = 210.1 kcal per mole
Frontier orbital gap = 4.03 eV

=====

A gas-phase ion, C28H32FN4O3S2 (charge +1), computed with the ωB97M-V functional and the def2-TZVPD basis.

Each line ends with the Löwdin charge.
Atoms and positions in Å:
C  -3.267  -0.352  2.914  -0.07
C  -4.323  -1.241  2.262  -0.24
N  -4.343  -1.091  0.826  -0.24
C  -5.146  -0.052  0.208  -0.13
C  -4.367  0.673  -0.856  -0.23
C  -4.772  0.626  -2.184  -0.04
C  -4.045  1.281  -3.164  -0.07
C  -2.908  1.996  -2.826  -0.08
C  -2.500  2.048  -1.503  -0.08
C  -3.222  1.388  -0.525  -0.04
S  -3.893  -2.379  -0.108  0.68
O  -4.004  -3.591  0.648  -0.27
O  -4.518  -2.276  -1.387  -0.25
C  -2.128  -2.064  -0.310  -0.22
C  -1.244  -2.634  0.588  -0.04
C  0.111  -2.398  0.455  0.01
C  0.569  -1.550  -0.552  -0.15
C  2.014  -1.350  -0.729  -0.33
O  2.813  -2.290  -0.729  0.07
N  2.457  -0.074  -0.952  -0.01
C  3.758  0.143  -1.564  -0.14
C  4.850  0.550  -0.567  -0.13
C  5.015  -0.397  0.622  -0.13
N  5.175  -1.821  0.251  -0.22
C  6.351  -2.072  -0.590  0.01
C  5.212  -2.669  1.451  0.00
C  1.732  1.016  -0.511  -0.57
N  0.960  0.972  0.509  0.16
C  0.364  2.174  0.747  -0.31
C  -0.541  2.447  1.770  -0.01
C  -1.054  3.720  1.886  0.01
C  -0.660  4.713  0.991  -0.27
F  -1.172  5.940  1.131  0.09
C  0.239  4.486  -0.034  -0.01
C  0.742  3.203  -0.147  -0.47
S  1.867  2.586  -1.319  1.13
C  -0.332  -0.987  -1.457  0.01
C  -1.681  -1.262  -1.344  -0.02
H  -2.289  -0.553  2.481  0.06
H  -3.230  -0.549  3.982  0.08
H  -3.509  0.699  2.766  0.06
H  -5.312  -1.016  2.677  0.13
H  -4.106  -2.292  2.458  0.11
H  -5.445  0.649  0.992  0.14
H  -6.046  -0.492  -0.234  0.13
H  -5.652  0.064  -2.451  0.12
H  -4.369  1.238  -4.192  0.11
H  -2.346  2.514  -3.588  0.10
H  -1.623  2.615  -1.230  0.08
H  -2.895  1.432  0.503  0.10
H  -1.632  -3.281  1.358  0.12
H  0.818  -2.854  1.131  0.12
H  4.020  -0.777  -2.092  0.13
H  3.654  0.938  -2.307  0.11
H  5.787  0.656  -1.115  0.12
H  4.607  1.533  -0.158  0.12
H  4.130  -0.325  1.259  0.14
H  5.884  -0.085  1.208  0.14
H  4.269  -2.088  -0.284  0.11
H  6.413  -3.134  -0.821  0.11
H  7.258  -1.773  -0.066  0.12
H  6.284  -1.523  -1.525  0.10
H  4.318  -2.510  2.050  0.11
H  5.248  -3.717  1.160  0.11
H  6.090  -2.438  2.054  0.11
H  -0.823  1.660  2.450  0.11
H  -1.759  3.970  2.662  0.13
H  0.519  5.279  -0.709  0.13
H  0.024  -0.367  -2.267  0.13
H  -2.395  -0.880  -2.055  0.11

SMILES string = CCN(Cc1ccccc1)S(=O)(=O)c1ccc(C(=O)N(CCC[NH+](C)C)c2nc3ccc(F)cc3s2)cc1
HOMO energy = -11.0 eV
Charge = +1
ΔE to the lowest compared entry with this formula, charge and spin = 0.0 kcal per mole
Frontier orbital gap = 8.21 eV

=====

A molecular structure, C9H18N2O3, computed with the ωB97M-V functional and the def2-TZVPD basis.

Each line ends with the Löwdin charge.
Atoms and positions in Å:
C  -0.525  -0.242  -0.122  -0.31
C  0.218  -0.132  -1.465  -0.40
C  -1.738  -1.266  -0.049  -0.41
C  -1.188  -2.649  -0.264  -0.13
C  -2.612  -1.115  1.211  -0.24
C  -1.790  -1.513  2.438  -0.14
C  2.176  1.177  -0.262  -0.25
C  1.578  2.586  -0.229  -0.44
C  3.652  1.295  -0.812  -0.05
H  -1.857  1.327  -0.379  0.07
H  -1.155  1.359  1.126  0.12
H  0.209  -0.265  0.736  0.13
H  -2.142  -0.882  -1.086  0.15
H  -1.303  -2.967  -1.608  0.18
H  -0.059  -2.730  0.258  0.12
H  -1.829  -3.517  0.481  0.13
H  -3.087  -0.111  1.449  0.12
H  -3.455  -1.783  1.215  0.09
H  -1.286  -2.539  2.461  0.08
H  -0.957  -0.776  2.544  0.07
H  -2.402  -1.595  3.375  0.08
H  1.941  0.320  -2.373  0.17
H  1.899  0.825  0.742  0.14
H  3.510  1.502  -1.968  0.10
H  4.283  0.394  -0.798  0.07
H  4.330  2.248  -0.500  0.13
H  0.729  3.707  -1.481  0.07
N  -1.025  1.121  0.100  0.06
N  1.555  0.389  -1.375  0.06
O  -0.285  -0.420  -2.547  0.06
O  1.473  3.365  0.712  0.09
O  1.143  2.888  -1.536  0.08

HOMO energy = -9.3 eV
Charge = 0
ΔE to the lowest compared entry with this formula, charge and spin = 101.5 kcal per mole
Frontier orbital gap = 9.95 eV